Molecular formula: C2H4Cl2OS
Method: DFT, the ωB97M-V functional and the def2-TZVPD basis

The value obtained for the gap between HOMO and LUMO is 0.364 Eh. The strongest force on any atom comes out at 3.52 eV/A. Its charge is 0. The total energy comes out at -1472.37288 a.u. The multiplicity is 1.

Geometry (Å):
C (0.21009, -0.55920, -0.10428)
C (-1.37448, -0.15655, 0.00861)
O (-0.43649, 2.17585, 0.05286)
S (-1.63120, 1.35903, -0.88483)
Cl (-2.53095, -1.16019, -0.95053)
Cl (-1.90323, -0.11564, 1.70990)
H (0.58364, -1.44981, 0.33632)
H (0.46133, -0.54788, -1.10713)
H (0.61965, 0.36807, 0.28155)
H (-0.70105, 2.20647, 0.98995)

Force components x, y, z for each atom (eV/Å):
C -2.82 1.77 1.14
C 1.45 -1.55 -1.00
O -0.70 0.31 -0.77
S 1.34 0.99 1.91
Cl 0.34 -0.42 0.25
Cl 0.17 0.08 -0.15
H -0.27 -0.69 0.84
H 0.23 -0.16 -2.23
H 0.61 -0.39 0.43
H -0.36 0.06 -0.43